# C17H37LuNSi4

A structure of composition C17H37LuNSi4 at a distorted geometry (ωB97M-V/def2-TZVPD, the Open Molecules 2025 dataset).

Output
Total energy, eV: -84847.92364
HOMO level (alpha / beta), eV: -1.778 / -1.779
Lowest unoccupied orbital energy (alpha / beta), eV: 1.84 / 1.84
Largest force on an atom, eV/Å: 5.4
Charge: -1
Orbital gap (alpha / beta), hartree: 0.13297 / 0.13299

Each line ends with the Mulliken charge.
Element x y z (Å)
C1 3.124928 -0.371460 -3.023910  -0.623
C2 3.279667 -1.278583 -1.929214  -0.882
C3 3.198665 -0.534005 -0.712792  -0.362
C4 3.009973 0.852363 -1.054536  -0.199
C5 2.972027 0.949113 -2.485298  -0.592
Lu1 1.072148 -0.256610 -1.800024  0.602
C6 0.426636 -3.317046 -2.637573  -0.502
C7 0.379787 -3.315899 -3.982410  0.323
C8 0.046909 -2.660791 -5.091334  -0.747
N1 0.006426 1.453933 -2.527897  -0.528
H1 3.325903 -0.944582 0.288181  0.448
H2 3.525630 -2.335900 -2.009760  0.629
H3 2.966644 1.676057 -0.349226  0.460
H4 2.849112 1.864153 -3.062636  0.286
H5 3.207017 -0.638507 -4.075785  0.473
H6 1.362561 -3.529816 -2.115961  0.361
H7 -0.252609 1.455401 -3.520644  -0.031
H8 -0.470818 -3.188170 -2.017768  0.096
H9 0.096116 -3.108269 -6.097043  0.236
H10 -0.292218 -1.600700 -5.058529  0.218
C9 -1.655025 2.682384 -1.251745  -1.163
Si1 -2.288161 1.225462 -0.255629  0.406
C10 -3.448830 1.780215 1.128903  -1.048
C11 -3.038873 -0.113654 -1.372371  -0.849
Si2 -0.371534 0.308444 0.695675  0.074
Si3 0.626266 1.818712 2.122926  0.378
C12 -0.507806 2.221654 3.567517  -1.000
C13 2.220321 1.043502 2.755925  -0.988
C14 0.986632 3.354944 1.100294  -1.124
Si4 -0.700285 -1.710058 1.775463  0.314
C15 -1.308389 -1.372393 3.523135  -1.093
C16 -1.966988 -2.755553 0.858958  -0.750
C17 0.982923 -2.558913 1.791695  -0.855
H11 -2.410560 2.994922 -1.995283  0.449
H12 -0.603227 2.237279 -2.014204  0.198
H13 -1.266902 3.532277 -0.686763  0.221
H14 -4.364959 2.151652 0.640164  0.385
H15 -3.717830 0.958654 1.810560  0.183
H16 -3.014907 2.601286 1.719540  0.167
H17 -2.373452 -0.449006 -2.186343  0.097
H18 -3.362480 -0.996850 -0.803090  0.230
H19 -3.926967 0.345710 -1.835903  0.400
H20 -0.752130 1.340318 4.174375  0.202
H21 0.042793 2.936382 4.197832  0.375
H22 -1.445896 2.692872 3.247708  0.236
H23 2.951127 0.871071 1.955660  0.202
H24 2.657283 1.757135 3.470560  0.431
H25 2.050642 0.092980 3.279201  0.208
H26 1.510251 3.142522 0.158833  0.228
H27 0.067892 3.903547 0.861918  0.255
H28 1.628139 4.002034 1.716264  0.445
H29 -2.215229 -0.751152 3.530387  0.269
H30 -1.552562 -2.347159 3.971648  0.371
H31 -0.547198 -0.882587 4.145081  0.239
H32 -1.687514 -2.939064 -0.186443  -0.009
H33 -2.026954 -3.727620 1.371046  0.350
H34 -2.966130 -2.300457 0.872513  0.225
H35 1.290008 -2.867448 0.781824  0.108
H36 1.777796 -1.930315 2.214547  0.152
H37 0.894211 -3.464411 2.411779  0.415

Cartesian forces (eV/Å) of the 6 atoms listed first:
C 0.90 0.41 0.54
C 0.89 0.47 0.36
C 1.13 0.29 -0.54
C 1.42 -0.67 -0.63
C 1.43 -0.05 0.21
Lu -5.24 1.33 0.02

=====

# C4H6N2

The molecule C4H6N2 (ωB97M-V/def2-TZVPD, the Open Molecules 2025 dataset).

Output
SMILES string: Cc1cn[nH]c1
Total energy, eV: -7224.64415
HOMO level, eV: -8.925
Energy above the lowest of the compared OMol25 structures with the same formula, charge and spin, kcal/mol: 21.8
Lowest unoccupied orbital energy, eV: 1.04
Largest force on an atom, eV/Å: 0.4
Orbital gap, hartree: 0.36605

Each line ends with the natural charge from an NBO analysis.
Element x y z (Å)
C1 -1.662918 -0.386595 0.053265  -0.621
C2 -0.297179 0.145431 -0.241850  -0.146
C3 0.327654 1.356510 0.148871  -0.059
N1 1.639882 1.214297 0.275583  -0.261
N2 1.872800 -0.054673 -0.083994  -0.333
C4 0.749404 -0.722788 -0.416863  -0.056
H1 -2.427629 0.373128 0.185149  0.219
H2 -2.012919 -1.125158 -0.670785  0.217
H3 -1.565748 -0.902547 1.014093  0.215
H4 -0.119658 2.331102 0.312945  0.208
H5 2.752858 -0.473083 0.163658  0.404
H6 0.743453 -1.755620 -0.740076  0.214

Cartesian forces (eV/Å) of the 6 atoms listed first:
C -0.31 0.01 0.04
C 0.11 -0.26 0.33
C -0.06 0.01 0.03
N -0.17 0.05 -0.20
N 0.37 -0.09 -0.01
C 0.08 -0.03 0.08

=====

# C22H30O2PtSi

A structure of composition C22H30O2PtSi at a distorted geometry (ωB97M-V/def2-TZVPD, the Open Molecules 2025 dataset).

Output
Total energy, eV: -38512.44345
HOMO level (alpha / beta), eV: -4.910 / -7.460
Spin multiplicity: 3
Energy above the lowest of the compared OMol25 structures with the same formula, charge and spin, kcal/mol: 44.9
Lowest unoccupied orbital energy (alpha / beta), eV: 0.61 / -1.06
Largest force on an atom, eV/Å: 3.8
Orbital gap (alpha / beta), hartree: 0.20287 / 0.23513

Each line ends with the natural charge from an NBO analysis.
Element x y z (Å)
C1 0.110788 1.466158 1.647294  -0.384
C2 -1.017403 1.852060 0.763982  -0.394
C3 -2.240644 1.695321 1.515023  -0.307
H1 -0.926265 2.299365 -0.221626  0.237
C4 -1.878043 1.340720 2.837830  -0.252
C5 -0.491064 1.187952 2.938189  -0.218
H2 0.049015 1.037847 3.862305  0.208
H3 1.156941 1.698819 1.454894  0.241
H4 -3.235369 1.922990 1.152727  0.219
H5 -2.575248 1.230582 3.650753  0.212
Pt1 -0.637930 -0.343722 0.691503  0.634
C6 -1.252658 -1.222597 -0.954003  -0.960
H6 -1.676522 -1.537997 0.067784  0.241
H7 -0.835911 -2.177606 -1.349780  0.241
H8 -2.131579 -0.838487 -1.509763  0.222
Si1 0.146973 0.329755 -1.741609  1.365
C7 1.568621 -0.474964 -2.595693  -0.433
C8 2.521287 0.533401 -2.850220  -0.233
H9 2.300004 1.566206 -2.543384  0.222
C9 3.757745 0.223778 -3.407632  -0.199
H10 4.440402 1.030269 -3.653071  0.213
C10 4.100841 -1.106139 -3.701026  -0.209
H11 5.078838 -1.337409 -4.170875  0.222
C11 3.185577 -2.110391 -3.344238  -0.209
H12 3.469408 -3.159002 -3.538510  0.214
C12 1.931933 -1.823190 -2.748705  -0.208
H13 1.266069 -2.630363 -2.432819  0.219
C13 -1.103390 1.327123 -2.694268  -0.508
C14 -0.696241 1.883828 -3.917774  -0.200
H14 0.278323 1.605969 -4.330663  0.219
C15 -1.525727 2.803698 -4.572560  -0.213
H15 -1.168984 3.248118 -5.501956  0.213
C16 -2.770166 3.168686 -4.051553  -0.214
H16 -3.377163 3.937454 -4.536028  0.217
C17 -3.179264 2.593514 -2.848762  -0.158
H17 -4.110510 2.888541 -2.376158  0.206
C18 -2.376378 1.650510 -2.192522  -0.217
H18 -2.729990 1.189226 -1.257747  0.221
H19 0.084656 -1.769238 0.684290  -0.268
H20 0.876498 1.243679 -0.950828  -0.205
C19 2.378194 -0.328987 3.618600  -0.249
O1 1.608465 -1.034548 2.645037  -0.542
C20 1.290986 -2.392266 2.952876  -0.086
C21 -0.003230 -2.557445 3.746342  -0.087
O2 -0.914865 -1.514399 3.399993  -0.556
C22 -2.139981 -1.589163 4.115678  -0.249
H21 1.837802 -0.234227 4.575546  0.164
H22 3.348419 -0.823410 3.790706  0.169
H23 2.556877 0.669076 3.201705  0.193
H24 1.155232 -2.878870 1.976329  0.208
H25 2.120175 -2.877377 3.493401  0.169
H26 -0.446124 -3.544068 3.488357  0.173
H27 0.223452 -2.545219 4.834516  0.159
H28 -2.575755 -2.606890 4.098955  0.169
H29 -1.999083 -1.271714 5.166123  0.168
H30 -2.828035 -0.894982 3.623034  0.200

Cartesian forces (eV/Å) of the 6 atoms listed first:
C -1.09 0.35 -0.04
C -0.60 0.01 0.85
C 1.29 0.59 -0.98
H -0.05 0.02 0.43
C 0.93 -0.12 0.23
C -0.26 1.11 -0.02

=====

# C37H34AsCuN4OSSe

A structure of composition C37H34AsCuN4OSSe (ωB97M-V/def2-TZVPD, the Open Molecules 2025 dataset).

Output
Total energy, eV: -228585.18724
HOMO level (alpha / beta), eV: -9.649 / -9.844
Spin multiplicity: 2
Energy above the lowest of the compared OMol25 structures with the same formula, charge and spin, kcal/mol: 0.0
Lowest unoccupied orbital energy (alpha / beta), eV: -1.81 / -3.34
Largest force on an atom, eV/Å: 0.1
Charge: +1
Orbital gap (alpha / beta), hartree: 0.28795 / 0.23894

Each line ends with the Löwdin spin population.
Element x y z (Å)
Cu1 -0.237313 -0.914794 -0.250861  0.465
S1 -0.305568 -0.805634 2.008022  0.165
C1 -0.015031 -2.420208 2.665119  0.014
C2 -0.257766 -2.670212 4.016585  0.007
C3 -0.043067 -3.932911 4.544271  0.002
C4 0.412825 -4.975440 3.744681  0.000
C5 0.664952 -4.739268 2.403554  0.004
C6 0.458674 -3.470442 1.876606  0.008
As1 0.832402 -3.008146 0.060477  0.108
C7 2.738656 -2.722342 0.013544  0.008
C8 3.457117 -2.569183 1.193102  0.005
C9 4.819528 -2.305614 1.139536  0.000
C10 5.460289 -2.194550 -0.085489  0.005
C11 4.740262 -2.342453 -1.264275  -0.001
C12 3.378960 -2.600505 -1.217165  0.004
C13 0.550803 -4.602316 -0.980860  0.029
C14 -0.720403 -4.831368 -1.498853  0.004
C15 -0.975916 -5.989535 -2.216663  0.000
C16 0.038742 -6.914324 -2.422573  0.002
C17 1.307965 -6.683304 -1.911389  0.001
C18 1.568766 -5.526556 -1.190119  0.008
H1 -0.620878 -1.869846 4.648210  0.002
H2 -0.240997 -4.108388 5.593880  0.000
H3 0.567976 -5.960079 4.163862  0.000
H4 1.018618 -5.539811 1.763955  0.001
H5 2.959615 -2.658504 2.151130  0.000
H6 5.379814 -2.191541 2.058155  0.000
H7 6.523040 -1.994549 -0.123599  0.000
H8 5.238836 -2.258354 -2.221038  0.000
H9 2.822581 -2.712550 -2.141033  0.000
H10 -1.510464 -4.104691 -1.346115  0.000
H11 -1.964131 -6.168632 -2.618964  0.000
H12 -0.159822 -7.816217 -2.986249  0.000
H13 2.098513 -7.403968 -2.073729  0.000
H14 2.561397 -5.347615 -0.795085  0.001
C19 1.818726 1.705438 -1.851580  0.001
N1 0.560932 1.829323 -2.565454  0.008
C20 -0.250664 0.826026 -2.922455  0.012
Se1 0.025257 -1.003341 -2.689531  0.067
N2 -1.360086 1.362554 -3.457440  0.008
C21 -1.290777 2.748193 -3.418552  0.001
C22 -2.165657 3.745085 -3.822183  0.001
C23 -1.752137 5.050773 -3.622131  0.002
C24 -0.512072 5.348098 -3.043719  0.002
C25 0.357901 4.350158 -2.641974  0.001
C26 -0.059643 3.043773 -2.843203  0.001
H15 2.093237 0.655064 -1.811963  0.000
H16 1.695754 2.092389 -0.839469  0.000
H17 2.591122 2.265129 -2.376463  0.000
H18 -2.121611 0.795553 -3.790050  0.000
H19 -3.120682 3.517287 -4.275403  0.000
H20 -2.399859 5.861654 -3.926052  0.000
H21 -0.228105 6.383379 -2.911273  0.000
H22 1.312384 4.577549 -2.187656  0.000
C27 -3.148678 3.638500 2.875913  0.001
N3 -3.061479 2.837995 1.663196  0.003
N4 -1.830629 2.513242 1.125410  0.006
C28 -1.947389 1.385252 0.369510  0.003
O1 -0.979601 0.950235 -0.316725  0.036
C29 -3.290361 0.951242 0.504234  0.001
C30 -3.923351 1.849376 1.319942  0.000
C31 -5.308454 1.833765 1.861345  0.000
C32 -0.716210 3.397568 1.161315  0.001
C33 0.489423 2.926926 1.660971  0.000
C34 1.582102 3.781053 1.690315  0.000
C35 1.458288 5.092231 1.247716  0.000
C36 0.243658 5.550391 0.755525  0.000
C37 -0.848022 4.697516 0.695485  0.000
H23 -2.256488 4.251286 2.958267  0.000
H24 -3.226716 3.003832 3.759890  0.000
H25 -4.013914 4.294297 2.813727  0.000
H26 -3.717743 0.076498 0.047055  0.000
H27 -5.889386 1.060193 1.366359  0.000
H28 -5.804464 2.792854 1.712247  0.000
H29 -5.300853 1.620517 2.932056  0.000
H30 0.560783 1.906751 2.019105  0.000
H31 2.526924 3.425908 2.080173  0.000
H32 2.308713 5.759713 1.292775  0.000
H33 0.146816 6.570597 0.408422  0.000
H34 -1.795962 5.032026 0.291696  0.000

Cartesian forces (eV/Å) of the 6 atoms listed first:
Cu -0.03 0.04 0.04
S -0.03 -0.02 0.05
C 0.01 -0.02 -0.03
C 0.00 0.00 0.01
C 0.00 0.00 -0.01
C 0.00 0.01 0.00

=====

# C4H8O2

The molecule C4H8O2 at a distorted geometry (ωB97M-V/def2-TZVPD, the Open Molecules 2025 dataset).

Output
SMILES string: C1COCCO1
Total energy, eV: -8371.51006
HOMO level, eV: -9.427
Energy above the lowest of the compared OMol25 structures with the same formula, charge and spin, kcal/mol: 40.9
Lowest unoccupied orbital energy, eV: 1.06
Largest force on an atom, eV/Å: 1.0
Orbital gap, hartree: 0.38541

Each line ends with the natural charge from an NBO analysis.
Element x y z (Å)
C1 1.092488 0.078580 -0.876812  -0.100
C2 0.728380 1.150506 0.143089  -0.096
O1 -0.028063 0.715033 1.240413  -0.517
C3 -1.130122 -0.063298 0.822368  -0.100
C4 -0.671173 -1.249673 -0.009128  -0.095
O2 0.037078 -0.819139 -1.155361  -0.525
H1 1.179790 0.730987 -1.742358  0.189
H2 2.037597 -0.464090 -0.697875  0.169
H3 1.644702 1.596908 0.546117  0.200
H4 0.171510 1.904120 -0.461582  0.155
H5 -1.626360 -0.395358 1.737822  0.196
H6 -1.832482 0.547891 0.229820  0.165
H7 -0.065691 -1.931074 0.611179  0.166
H8 -1.537654 -1.801392 -0.387693  0.194

Cartesian forces (eV/Å) of the 6 atoms listed first:
C 0.08 0.30 -0.07
C 0.01 0.29 -0.22
O 0.08 -0.14 0.16
C -0.17 -0.16 0.00
C -0.15 -0.04 0.18
O -0.11 0.09 -0.11

=====

# C25H22N4O4S3Ti

A structure of composition C25H22N4O4S3Ti (ωB97M-V/def2-TZVPD, the Open Molecules 2025 dataset).

Output
Total energy, eV: -96057.57657
HOMO level, eV: -7.255
Lowest unoccupied orbital energy, eV: -1.00
Largest force on an atom, eV/Å: 0.9
Orbital gap, hartree: 0.22972

Each line ends with the natural charge from an NBO analysis.
Element x y z (Å)
Ti1 -0.128884 -0.184732 -0.529069  1.303
O1 1.607136 3.841268 -0.756898  -0.655
C1 2.876110 3.478096 -0.965058  0.378
C2 3.768493 4.503687 -1.303023  -0.283
C3 5.096283 4.235505 -1.538523  -0.149
C4 5.586539 2.930509 -1.445757  -0.278
C5 4.720582 1.917781 -1.107974  -0.143
C6 3.362110 2.162755 -0.856339  -0.189
C7 2.494266 1.041325 -0.486787  0.608
O2 1.260421 1.287001 -0.157811  -0.766
N1 2.969215 -0.185004 -0.485005  -0.428
N2 1.936889 -1.034813 -0.214376  -0.257
C8 2.229175 -2.265068 -0.046413  0.079
C9 1.157078 -3.179716 0.329591  0.143
C10 1.413053 -4.512143 0.618836  -0.224
C11 0.368045 -5.306663 1.062125  -0.145
C12 -0.882373 -4.736928 1.212067  -0.252
C13 -1.053394 -3.399403 0.880893  0.085
N3 -0.064454 -2.632412 0.432565  -0.438
H1 1.062025 3.039494 -0.650968  0.525
H2 3.368485 5.505556 -1.381748  0.225
H3 5.763058 5.046497 -1.803416  0.210
H4 6.629190 2.717795 -1.637134  0.212
H5 5.071679 0.898073 -1.028895  0.229
H6 3.258379 -2.601391 -0.126812  0.206
H7 2.413787 -4.905907 0.505491  0.227
H8 0.532893 -6.349900 1.296600  0.225
H9 -1.725735 -5.309211 1.571077  0.230
H10 -2.021426 -2.925054 0.967429  0.229
C14 -3.532971 2.312421 -2.335951  -0.646
C15 -2.807322 1.172428 -1.676225  -0.163
S1 -1.557916 1.640242 -0.533909  -0.054
C16 -3.061421 -0.125499 -1.917301  -0.182
C17 -4.136454 -0.603865 -2.852341  -0.640
S2 -2.111886 -1.372505 -1.124839  -0.139
H11 -3.397985 3.233993 -1.772148  0.228
H12 -4.603346 2.118353 -2.419976  0.212
H13 -3.143459 2.486814 -3.341914  0.226
H14 -4.986481 0.078223 -2.879495  0.213
H15 -4.494314 -1.587480 -2.547375  0.221
H16 -3.755522 -0.701866 -3.872083  0.221
O3 0.833687 1.911584 -3.131564  -0.583
C18 0.679010 0.731011 -3.299662  0.666
O4 0.385811 -0.149146 -2.362926  -0.754
H17 0.778319 0.242058 -4.282243  0.108
S3 0.693166 0.038372 4.197986  0.445
C19 0.841518 0.080098 2.491592  -0.065
N4 -0.247789 -0.090561 1.813585  -0.490
C20 -1.340698 -0.262145 2.663580  0.178
C21 -2.673027 -0.425153 2.274369  -0.225
C22 -3.623935 -0.588506 3.258031  -0.196
C23 -3.278190 -0.586217 4.615815  -0.202
C24 -1.971451 -0.409505 5.013918  -0.212
C25 -1.006969 -0.242641 4.021849  -0.249
H18 1.796331 0.253315 2.018352  0.246
H19 -2.931541 -0.412968 1.224996  0.261
H20 -4.661314 -0.711263 2.976564  0.220
H21 -4.049625 -0.714489 5.363359  0.220
H22 -1.702857 -0.392099 6.061288  0.225

Cartesian forces (eV/Å) of the 6 atoms listed first:
Ti -0.02 -0.86 -0.05
O -0.08 -0.01 -0.01
C 0.12 0.02 0.02
C -0.09 -0.01 0.01
C 0.03 -0.03 0.00
C -0.01 0.04 0.00

=====

Which of these has the highest largest force on an atom? C17H37LuNSi4

=====

Number 2 is which compound? C4H6N2

=====

The highest largest force on an atom belongs to which entry? C17H37LuNSi4